(1)
Molecular formula: C5H13NO3
Method: DFT, the ωB97M-V functional and the def2-TZVPD basis

As for the SMILES: O=CN1CCCC1.O.O. The HOMO energy comes out at -9.67 eV. The LUMO energy comes out at 0.493 eV. The calculation puts the gap between HOMO and LUMO at 10.163 eV. Its energy above the lowest of the compared OMol25 structures with the same formula, charge and spin is 1.504 eV.

Bonds (Å) are listed after each position.
Element x y z (Å)
1 O -0.19 -2.73 -0.98  C2 1.234
2 C 0.39 -1.73 -1.41  O1 1.234, N3 1.378, H8 1.082
3 N -0.11 -0.50 -1.05  C2 1.378, C4 1.468, C7 1.496
4 C -1.22 -0.36 -0.10  N3 1.468, C5 1.534, H9 1.087, H10 1.101
5 C -1.41 1.16 -0.05  C4 1.534, C6 1.500, H11 1.116, H12 1.105
6 C -0.07 1.75 -0.38  C5 1.500, C7 1.599, H13 1.074, H14 1.109
7 C 0.73 0.72 -1.30  N3 1.496, C6 1.599, H15 1.090, H16 1.108
8 H 1.33 -1.71 -1.96  C2 1.082
9 H -0.86 -0.84 0.81  C4 1.087
10 H -2.11 -0.90 -0.45  C4 1.101
11 H -1.67 1.35 1.02  C5 1.116
12 H -2.32 1.58 -0.51  C5 1.105
13 H -0.20 2.69 -0.88  C6 1.074
14 H 0.48 1.79 0.59  C6 1.109
15 H 0.60 1.07 -2.32  C7 1.090
16 H 1.74 0.67 -0.85  C7 1.108
17 O 2.05 1.74 1.96  H18 0.963, H19 0.961
18 H 1.49 0.98 1.77  O17 0.963
19 H 1.48 2.47 1.70  O17 0.961
20 O -0.34 -3.06 1.77  H21 0.985, H22 0.965
21 H -0.41 -2.88 0.81  O20 0.985
22 H 0.60 -3.25 1.83  O20 0.965

***

(2)
Molecular formula: C5H13NO3
Method: DFT, the ωB97M-V functional and the def2-TZVPD basis

As for the SMILES: NCCCCC(=O)O.O. The HOMO energy comes out at -9.01 eV. The LUMO energy comes out at 0.691 eV. The calculation puts the gap between HOMO and LUMO at 9.706 eV. Its energy above the lowest of the compared OMol25 structures with the same formula, charge and spin is 2.023 eV.

Bonds (Å) are listed after each position.
Element x y z (Å)
1 N -0.35 -1.18 0.76  C2 1.435, H9 0.980, H10 1.014
2 C -0.21 -1.71 -0.56  N1 1.435, C3 1.513, H11 1.192, H12 1.189
3 C -0.96 -0.81 -1.52  C2 1.513, C4 1.526, H13 1.055, H14 1.117
4 C -0.21 0.45 -1.95  C3 1.526, C5 1.538, H15 1.110, H16 1.176
5 C 0.38 1.29 -0.80  C4 1.538, C6 1.493, H17 1.142, H18 1.121
6 C -0.24 1.30 0.56  C5 1.493, O7 1.169, O8 1.399
7 O 0.42 1.24 1.52  C6 1.169
8 O -1.58 1.64 0.73  C6 1.399, H19 1.031
9 H -1.24 -0.80 0.95  N1 0.980
10 H 0.11 -1.68 1.51  N1 1.014
11 H -0.41 -2.88 -0.72  C2 1.192
12 H 0.95 -1.50 -0.68  C2 1.189
13 H -1.79 -0.42 -0.99  C3 1.055
14 H -1.45 -1.19 -2.45  C3 1.117
15 H 0.67 0.10 -2.53  C4 1.110
16 H -0.89 1.14 -2.61  C4 1.176
17 H 0.59 2.39 -1.02  C5 1.142
18 H 1.25 0.66 -0.48  C5 1.121
19 H -1.77 1.41 1.72  O8 1.031
20 O 2.28 -0.19 2.91  H21 0.964, H22 0.937
21 H 1.57 0.26 2.43  O20 0.964
22 H 2.87 0.48 3.20  O20 0.937

***

(3)
Molecular formula: C5H13NO3
Method: DFT, the ωB97M-V functional and the def2-TZVPD basis

As for the SMILES: O=C(O)O.C=C.CNC. The HOMO energy comes out at -8.94 eV. The LUMO energy comes out at 0.713 eV. The calculation puts the gap between HOMO and LUMO at 9.655 eV. Its energy above the lowest of the compared OMol25 structures with the same formula, charge and spin is 1.704 eV.

Bonds (Å) are listed after each position.
Element x y z (Å)
1 O -2.00 1.68 1.12  C2 1.203
2 C -1.64 1.02 2.06  O1 1.203, O3 1.318, O4 1.338
3 O -0.63 0.17 2.03  C2 1.318, H5 0.997
4 O -2.19 1.06 3.28  C2 1.338, H6 0.967
5 H -0.33 -0.03 1.11  O3 0.997
6 H -2.93 1.68 3.28  O4 0.967
7 C 1.59 1.17 -0.18  C8 1.355, H9 1.082, H10 1.081
8 C 2.33 1.20 -1.31  C7 1.355, H11 1.081, H12 1.080
9 H 1.98 0.71 0.71  C7 1.082
10 H 0.73 1.81 -0.07  C7 1.081
11 H 3.31 0.74 -1.34  C8 1.081
12 H 2.08 1.86 -2.13  C8 1.080
13 C -1.13 -0.62 -1.31  N14 1.460, H16 1.089, H17 1.090, H18 1.097
14 N 0.19 -0.74 -0.70  C13 1.460, C15 1.461, H19 1.053
15 C 0.48 -2.10 -0.26  N14 1.461, H20 1.090, H21 1.096, H22 1.088
16 H -1.26 0.40 -1.67  C13 1.089
17 H -1.90 -0.88 -0.59  C13 1.090
18 H -1.25 -1.30 -2.17  C13 1.097
19 H 0.90 -0.48 -1.43  N14 1.053
20 H -0.19 -2.36 0.55  C15 1.090
21 H 0.36 -2.84 -1.07  C15 1.096
22 H 1.51 -2.14 0.09  C15 1.088

***

(4)
Molecular formula: C5H13NO3P
Method: DFT, the ωB97M-V functional and the def2-TZVPD basis

The net charge is -1. The HOMO energy (alpha / beta) comes out at -2.80 / -2.89 eV. The LUMO energy (alpha / beta) comes out at 3.634 / 3.636 eV. The calculation puts the gap between HOMO and LUMO (alpha / beta) at 6.432 / 6.522 eV. Its energy above the lowest of the compared OMol25 structures with the same formula, charge and spin is 3.302 eV.

Bonds (Å) are listed after each position.
Element x y z (Å)
1 C -0.87 1.09 -1.99  C4 1.544, H11 0.997, H12 0.989, H13 1.018
2 C 1.37 -1.35 -0.47  C5 1.449, H14 1.153, H15 1.052, H16 1.024
3 C -0.28 -1.29 1.51  C5 1.514, H17 1.039, H18 1.223, H19 1.077
4 C -1.51 0.30 -0.82  C1 1.544, N6 1.379, H20 1.091
5 C 0.50 -0.60 0.41  C2 1.449, C3 1.514, P10 1.797
6 N -2.28 0.77 0.21  C4 1.379, H21 1.016, H23 1.099
7 O 1.93 1.52 -0.24  P10 1.672, H22 0.913
8 O 0.01 1.82 1.46  P10 1.480
9 O 2.33 0.61 1.97  P10 1.512
10 P 1.13 0.93 1.11  C5 1.797, O7 1.672, O8 1.480, O9 1.512
11 H -0.24 1.77 -1.65  C1 0.997
12 H -0.38 0.43 -2.53  C1 0.989
13 H -1.68 1.48 -2.47  C1 1.018
14 H 1.04 -2.38 -0.88  C2 1.153
15 H 2.34 -1.51 -0.10  C2 1.052
16 H 1.65 -0.78 -1.27  C2 1.024
17 H -0.86 -2.03 1.09  C3 1.039
18 H 0.41 -1.89 2.33  C3 1.223
19 H -0.76 -0.61 2.20  C3 1.077
20 H -1.89 -0.69 -1.11  C4 1.091
21 H -2.86 0.08 0.68  N6 1.016
22 H 2.61 0.92 -0.39  O7 0.913
23 H -1.71 1.38 0.93  N6 1.099

***

(5)
Molecular formula: C5H13NO4
Method: DFT, the ωB97M-V functional and the def2-TZVPD basis

As for the SMILES: [H]/N=C\O.COC(C)=O.CO. The HOMO energy comes out at -9.51 eV. The LUMO energy comes out at 0.453 eV. The calculation puts the gap between HOMO and LUMO at 9.967 eV. Its energy above the lowest of the compared OMol25 structures with the same formula, charge and spin is 1.852 eV.

Bonds (Å) are listed after each position.
Element x y z (Å)
1 H 0.17 -1.02 2.35  N2 1.018
2 N 0.82 -0.32 2.01  H1 1.018, C3 1.277
3 C 1.72 -0.74 1.21  N2 1.277, O4 1.328, H5 1.083
4 O 2.07 -2.00 0.95  C3 1.328, H6 0.970
5 H 2.43 -0.03 0.80  C3 1.083
6 H 1.34 -2.60 1.14  O4 0.970
7 C 0.98 -0.66 -1.85  O8 1.420, H12 1.092, H13 1.096, H14 1.090
8 O 0.08 -0.86 -0.78  C7 1.420, C9 1.472
9 C -1.13 -0.03 -0.83  O8 1.472, C10 1.508, O11 1.207
10 C -2.23 -0.76 -0.11  C9 1.508, H15 1.086, H16 1.096, H17 1.087
11 O -1.31 0.68 -1.79  C9 1.207
12 H 1.45 0.32 -1.78  C7 1.092
13 H 0.45 -0.72 -2.81  C7 1.096
14 H 1.74 -1.44 -1.78  C7 1.090
15 H -2.87 -0.03 0.37  C10 1.086
16 H -2.82 -1.33 -0.83  C10 1.096
17 H -1.84 -1.42 0.66  C10 1.087
18 C -0.18 2.50 0.31  O19 1.410, H20 1.088, H21 1.091, H22 1.096
19 O -0.74 1.29 0.78  C18 1.410, H23 1.141
20 H -0.16 3.25 1.10  C18 1.088
21 H -0.78 2.85 -0.53  C18 1.091
22 H 0.84 2.35 -0.06  C18 1.096
23 H -0.02 0.71 1.44  O19 1.141

***

(6)
Molecular formula: C5H13NOS
Method: DFT, the ωB97M-V functional and the def2-TZVPD basis

As for the spin multiplicity: 2. The net charge is +1. The HOMO energy (alpha / beta) comes out at -13.27 / -12.87 eV. The LUMO energy (alpha / beta) comes out at -5.666 / -5.924 eV. The calculation puts the gap between HOMO and LUMO (alpha / beta) at 7.601 / 6.950 eV. Its energy above the lowest of the compared OMol25 structures with the same formula, charge and spin is 4.128 eV. As for the expectation value of S²: 0.75.

Bonds (Å) are listed after each position.
Element x y z (Å)
1 C -0.07 0.48 -1.61  O2 1.381, C3 1.644, H9 1.100, H10 1.098
2 O -0.67 0.64 -2.84  C1 1.381, H11 0.965
3 C -1.34 0.11 -0.63  C1 1.644, C4 1.841, C5 1.582, N8 1.467, H12 1.088
4 C -0.36 -0.99 0.48  C3 1.841, C5 1.436, H13 1.082, H14 1.089
5 C -0.87 0.29 0.87  C3 1.582, C4 1.436, H15 1.088, H16 1.079
6 S 2.28 0.98 0.87  C7 1.799
7 C 2.61 0.14 2.42  S6 1.799, H17 1.087, H18 1.092, H19 1.096
8 N -2.24 -0.90 -1.20  C3 1.467, H20 1.008, H21 1.010
9 H 0.75 -0.24 -1.67  C1 1.100
10 H 0.33 1.37 -1.11  C1 1.098
11 H -0.06 1.13 -3.41  O2 0.965
12 H -1.88 1.03 -0.80  C3 1.088
13 H -1.01 -1.82 0.71  C4 1.082
14 H 0.73 -1.06 0.44  C4 1.089
15 H -1.65 0.23 1.62  C5 1.088
16 H -0.23 1.16 0.87  C5 1.079
17 H 3.67 -0.09 2.53  C7 1.087
18 H 2.33 0.76 3.28  C7 1.092
19 H 2.10 -0.82 2.58  C7 1.096
20 H -1.84 -1.82 -1.31  N8 1.008
21 H -2.59 -0.59 -2.10  N8 1.010